{
  "formula": "C18H25NO3",
  "method": "ωB97M-V/def2-TZVPD",
  "species": ["O", "O", "O", "C", "C", "C", "C", "C", "C", "C", "C", "N", "C", "C", "C", "C", "C", "C", "C", "C", "C", "C", "H", "H", "H", "H", "H", "H", "H", "H", "H", "H", "H", "H", "H", "H", "H", "H", "H", "H", "H", "H", "H", "H", "H", "H", "H"],
  "xyz": [[1.50, -0.45, -3.45], [2.54, 2.85, 0.23], [0.63, 2.84, -1.89], [0.55, 0.14, -2.91], [1.71, 2.21, 0.84], [-4.19, -1.54, -2.57], [-4.14, -0.14, -2.44], [-3.14, -2.28, -3.13], [-3.02, 0.56, -2.90], [-2.03, -1.56, -3.58], [-1.93, -0.16, -3.42], [1.96, 1.26, 1.83], [-0.62, 0.49, -3.83], [2.99, -0.89, 4.06], [1.52, -2.56, 2.89], [1.55, -1.32, 3.86], [0.65, -0.16, 3.38], [0.67, 0.49, -1.47], [-0.34, 1.19, 1.44], [0.86, 0.34, 1.95], [0.09, 1.82, -1.08], [0.26, 2.16, 0.41], [1.56, 2.96, -1.59], [-5.07, -2.06, -2.24], [-5.00, 0.40, -2.03], [-3.13, -3.34, -3.14], [-3.02, 1.66, -2.79], [-1.15, -2.04, -3.94], [2.89, 0.95, 1.91], [-0.35, 0.12, -4.82], [-0.68, 1.56, -3.89], [3.64, -1.70, 4.39], [3.41, -0.49, 3.11], [3.04, -0.10, 4.84], [1.83, -3.49, 3.40], [2.16, -2.44, 2.00], [0.53, -2.73, 2.49], [1.10, -1.66, 4.82], [0.84, 0.70, 4.07], [-0.42, -0.49, 3.50], [1.72, 0.54, -1.22], [0.18, -0.31, -0.89], [-0.84, 1.73, 2.28], [-1.11, 0.58, 1.00], [1.00, -0.53, 1.30], [-1.00, 1.75, -1.27], [-0.21, 3.16, 0.50]],
  "total_energy_ha": -981.38517,
  "total_charge": 0,
  "smiles": "CC(C)C[C@H]1C[C@H]([C@@H](O)CC(=O)Cc2ccccc2)C(=O)N1",
  "homo_lumo_gap_ev": 9.73,
  "de_lowest_kcal_mol": 36.3
}

---

{
  "formula": "C26H58ClF2I2N10O8P3",
  "method": "ωB97M-V/def2-TZVPD",
  "species": ["C", "C", "I", "C", "I", "C", "Cl", "O", "C", "O", "O", "C", "N", "C", "O", "F", "C", "O", "F", "H", "H", "H", "H", "O", "P", "N", "C", "C", "N", "C", "C", "N", "C", "C", "H", "H", "H", "H", "H", "H", "H", "H", "H", "H", "H", "H", "H", "H", "H", "H", "H", "H", "O", "P", "N", "C", "C", "N", "C", "C", "N", "C", "C", "H", "H", "H", "H", "H", "H", "H", "H", "H", "H", "H", "H", "H", "H", "H", "H", "H", "H", "O", "P", "N", "C", "C", "N", "C", "C", "N", "C", "C", "H", "H", "H", "H", "H", "H", "H", "H", "H", "H", "H", "H", "H", "H", "H", "H", "H", "H"],
  "xyz": [[-3.57, 0.48, 1.50], [-2.20, 0.04, 1.06], [-1.37, 1.32, -0.41], [-1.54, -1.03, 1.52], [-2.61, -2.16, 2.97], [-0.12, -1.46, 1.09], [0.08, -3.19, 1.74], [0.17, -1.58, -0.26], [1.19, -0.68, -0.52], [1.71, -0.57, -1.58], [1.47, 0.07, 0.59], [1.13, -0.78, 1.68], [0.83, -0.11, 2.93], [1.19, -0.90, 4.05], [2.02, -1.74, 4.11], [0.47, -0.58, 5.11], [1.55, 1.15, 3.01], [2.72, 1.23, 3.04], [0.74, 2.19, 3.05], [-4.35, -0.15, 1.10], [-3.73, 1.50, 1.17], [-3.57, 0.52, 2.59], [1.92, -1.53, 1.70], [-4.72, -0.18, -4.99], [-4.03, 0.95, -5.67], [-3.24, 1.72, -4.37], [-2.92, 3.13, -4.28], [-2.17, 0.91, -3.78], [-5.42, 1.86, -6.19], [-6.06, 2.79, -5.26], [-6.43, 1.00, -6.80], [-3.00, 1.60, -6.96], [-3.40, 2.74, -7.75], [-2.49, 0.54, -7.85], [-2.08, 3.42, -4.91], [-2.66, 3.37, -3.25], [-3.77, 3.76, -4.53], [-1.25, 0.95, -4.38], [-2.48, -0.13, -3.69], [-1.95, 1.27, -2.77], [-6.19, 2.36, -4.26], [-7.04, 3.08, -5.64], [-5.49, 3.72, -5.18], [-7.03, 0.47, -6.06], [-5.96, 0.26, -7.45], [-7.09, 1.60, -7.43], [-4.25, 2.54, -8.41], [-2.54, 3.03, -8.37], [-3.64, 3.60, -7.12], [-3.28, 0.12, -8.49], [-2.07, -0.28, -7.25], [-1.69, 0.92, -8.49], [1.53, 4.85, -3.13], [2.82, 5.01, -2.37], [3.64, 3.57, -2.78], [4.59, 2.88, -1.94], [4.03, 3.50, -4.18], [2.19, 4.94, -0.75], [1.96, 3.64, -0.13], [1.01, 5.78, -0.59], [4.24, 5.95, -1.89], [4.61, 6.10, -0.50], [4.29, 7.26, -2.57], [5.57, 3.38, -1.90], [4.75, 1.87, -2.33], [4.23, 2.74, -0.92], [4.93, 4.09, -4.38], [3.22, 3.87, -4.82], [4.22, 2.46, -4.47], [1.46, 2.93, -0.81], [1.34, 3.74, 0.76], [2.89, 3.19, 0.22], [0.10, 5.31, -0.98], [1.14, 6.73, -1.11], [0.86, 6.00, 0.47], [3.91, 6.70, 0.08], [5.59, 6.59, -0.47], [4.74, 5.14, -0.01], [3.52, 7.95, -2.19], [4.13, 7.14, -3.64], [5.27, 7.72, -2.43], [-0.95, -5.82, 4.85], [0.33, -6.03, 5.59], [0.83, -7.56, 5.01], [1.61, -8.53, 5.74], [1.19, -7.55, 3.60], [-0.30, -6.15, 7.21], [-0.81, -7.42, 7.69], [-1.26, -5.08, 7.48], [1.92, -5.48, 6.13], [2.33, -5.56, 7.52], [2.23, -4.14, 5.59], [2.67, -8.25, 5.81], [1.55, -9.49, 5.23], [1.23, -8.69, 6.74], [2.20, -7.14, 3.44], [0.49, -6.95, 3.02], [1.16, -8.56, 3.19], [-1.46, -7.93, 6.97], [-1.39, -7.27, 8.61], [0.00, -8.09, 7.97], [-2.25, -5.30, 7.06], [-0.92, -4.13, 7.07], [-1.36, -4.95, 8.56], [1.77, -4.89, 8.18], [3.39, -5.29, 7.57], [2.25, -6.58, 7.90], [1.62, -3.36, 6.06], [2.04, -4.12, 4.52], [3.29, -3.89, 5.73]],
  "total_energy_ha": -4454.20534,
  "total_charge": 0,
  "homo_lumo_gap_ev": 7.99
}

---

{
  "formula": "C3H12N2O2",
  "method": "ωB97M-V/def2-TZVPD",
  "species": ["C", "C", "N", "N", "O", "H", "H", "H", "H", "H", "H", "H", "H", "C", "O", "H", "H", "H", "H"],
  "xyz": [[1.75, 0.02, -0.22], [-1.15, 0.14, 1.77], [1.14, 0.88, 0.73], [-0.49, 0.75, 0.63], [1.57, 0.48, 2.02], [1.65, 1.30, 2.52], [-0.75, -0.26, -0.43], [2.76, -0.23, 0.08], [1.73, 0.52, -1.19], [1.10, -0.91, -0.42], [-1.01, 0.71, 2.69], [-2.22, 0.05, 1.58], [-0.75, -0.87, 1.91], [-0.91, -0.85, -2.47], [-0.65, -1.15, -1.13], [-0.80, 1.71, 0.52], [-0.52, -1.64, -3.12], [-1.99, -0.76, -2.67], [-0.45, 0.10, -2.80]],
  "total_energy_ha": -381.33690,
  "total_charge": 0,
  "smiles": "CNN(C)O.CO",
  "homo_lumo_gap_ev": 9.38,
  "de_lowest_kcal_mol": 111.7
}

---

{
  "formula": "C33H54BCl3CoN7Si",
  "method": "ωB97M-V/def2-TZVPD",
  "species": ["Co", "C", "C", "C", "C", "C", "C", "C", "C", "C", "N", "N", "B", "N", "N", "C", "C", "C", "C", "C", "C", "C", "C", "C", "N", "N", "C", "C", "C", "C", "C", "C", "C", "C", "C", "H", "H", "H", "H", "H", "H", "H", "H", "H", "H", "H", "H", "H", "H", "H", "H", "H", "H", "H", "H", "H", "H", "H", "H", "H", "H", "H", "H", "H", "H", "H", "H", "H", "H", "H", "H", "H", "H", "H", "H", "H", "H", "H", "H", "H", "H", "C", "C", "C", "C", "C", "C", "N", "H", "H", "H", "H", "H", "H", "H", "H", "Cl", "Si", "Cl", "Cl"],
  "xyz": [[-0.56, 0.85, -1.22], [-1.13, 4.14, 0.93], [-0.73, 3.34, 2.16], [0.65, 3.81, 2.67], [-0.66, 1.83, 2.06], [-0.73, 1.05, 3.22], [-0.33, -0.22, 2.85], [-0.06, -1.29, 3.87], [1.43, -1.24, 4.25], [-0.50, -2.72, 3.53], [-0.06, -0.18, 1.53], [-0.30, 1.06, 1.03], [0.58, -1.29, 0.64], [-0.48, -1.84, -0.36], [-1.49, -1.02, -0.80], [-2.38, -1.79, -1.44], [-1.94, -3.12, -1.40], [-0.73, -3.11, -0.74], [0.16, -4.32, -0.69], [1.48, -4.03, -1.43], [0.33, -4.92, 0.71], [-3.68, -1.46, -2.14], [-4.85, -1.76, -1.19], [-3.84, -0.08, -2.76], [1.83, -0.66, -0.06], [1.63, 0.49, -0.74], [2.82, 0.96, -1.11], [3.81, 0.11, -0.64], [3.16, -0.91, 0.04], [3.97, -2.02, 0.70], [3.28, -3.11, 1.52], [5.06, -1.39, 1.59], [3.08, 2.29, -1.77], [2.46, 3.41, -0.92], [2.63, 2.39, -3.22], [-1.03, 5.21, 1.14], [-0.50, 3.89, 0.08], [-2.16, 3.95, 0.64], [-1.46, 3.55, 2.96], [1.40, 3.58, 1.92], [0.65, 4.89, 2.85], [0.92, 3.30, 3.60], [-1.01, 1.38, 4.21], [-0.63, -0.98, 4.75], [2.04, -1.34, 3.35], [1.68, -0.28, 4.70], [1.70, -2.04, 4.94], [0.28, -3.25, 2.99], [-0.72, -3.28, 4.44], [-1.40, -2.71, 2.91], [0.94, -2.17, 1.34], [-2.41, -3.97, -1.85], [-0.37, -5.07, -1.27], [1.95, -3.12, -1.07], [2.18, -4.87, -1.33], [1.27, -3.89, -2.49], [0.81, -4.24, 1.40], [-0.66, -5.17, 1.12], [0.92, -5.84, 0.66], [-3.72, -2.19, -2.95], [-4.82, -1.10, -0.33], [-5.80, -1.61, -1.71], [-4.82, -2.79, -0.84], [-3.98, 0.69, -2.01], [-2.98, 0.19, -3.37], [-4.72, -0.09, -3.41], [4.87, 0.22, -0.79], [4.48, -2.53, -0.13], [2.84, -2.70, 2.43], [2.50, -3.61, 0.95], [4.02, -3.86, 1.80], [4.60, -0.78, 2.37], [5.65, -2.18, 2.06], [5.73, -0.76, 1.02], [4.17, 2.42, -1.75], [1.38, 3.26, -0.85], [2.88, 3.38, 0.08], [2.66, 4.39, -1.35], [1.55, 2.32, -3.31], [2.94, 3.35, -3.64], [3.06, 1.59, -3.82], [-1.13, 3.78, -2.85], [-2.23, 3.30, -1.95], [-3.45, 3.92, -1.73], [-4.09, 3.19, -0.70], [-3.22, 2.18, -0.33], [-3.43, 1.20, 0.78], [-2.10, 2.22, -1.12], [-1.14, 4.87, -2.90], [-1.23, 3.40, -3.86], [-0.16, 3.46, -2.46], [-3.81, 4.80, -2.24], [-5.06, 3.40, -0.26], [-4.50, 0.99, 0.90], [-3.06, 1.59, 1.74], [-2.90, 0.27, 0.59], [0.05, 1.31, -5.24], [-0.03, 0.10, -3.46], [1.87, -0.87, -3.70], [-1.15, -1.50, -4.33]],
  "total_energy_ha": -4751.20163,
  "total_charge": -1,
  "multiplicity": 4,
  "homo_lumo_gap_ev": [6.64, 6.63]
}

---

{
  "formula": "C5H11N",
  "method": "ωB97M-V/def2-TZVPD",
  "species": ["C", "C", "N", "C", "C", "C", "H", "H", "H", "H", "H", "H", "H", "H", "H", "H", "H"],
  "xyz": [[-1.88, 1.08, -0.23], [-1.35, -0.35, -0.34], [-0.36, -0.54, 0.70], [0.71, -1.48, 0.81], [0.96, 0.00, 0.75], [1.84, 0.36, -0.49], [-2.67, 1.27, -0.96], [-2.29, 1.26, 0.77], [-1.08, 1.80, -0.40], [-2.16, -1.06, -0.15], [-0.96, -0.55, -1.35], [0.70, -2.11, 1.70], [1.19, -1.81, -0.11], [1.12, 0.67, 1.59], [2.74, 0.83, -0.11], [1.34, 1.05, -1.17], [2.21, -0.48, -1.12]],
  "total_energy_ha": -251.79596,
  "total_charge": 0,
  "smiles": "CCN1C[C@H]1C",
  "homo_lumo_gap_ev": 10.02,
  "de_lowest_kcal_mol": 41.8
}

---

{
  "formula": "C12H18N",
  "method": "ωB97M-V/def2-TZVPD",
  "species": ["C", "C", "C", "C", "C", "C", "C", "C", "C", "C", "C", "C", "N", "H", "H", "H", "H", "H", "H", "H", "H", "H", "H", "H", "H", "H", "H", "H", "H", "H", "H"],
  "xyz": [[3.76, -1.01, 0.39], [2.97, -2.09, 0.18], [3.31, 0.31, 0.24], [1.65, -1.86, -0.32], [1.98, 0.46, -0.29], [-1.20, 1.79, -0.89], [-0.43, 0.76, -1.85], [-1.99, 0.92, 0.14], [-0.99, -0.18, 0.52], [-0.18, -0.33, -0.90], [-2.61, 1.67, 1.30], [-1.63, -1.44, 0.90], [1.25, -0.61, -0.53], [4.75, -1.36, 0.76], [3.21, -3.14, 0.31], [3.93, 1.16, 0.54], [0.98, -2.68, -0.54], [1.50, 1.46, -0.30], [-0.37, 2.38, -0.39], [-1.97, 2.51, -1.33], [-1.34, 0.42, -2.47], [0.43, 1.14, -2.40], [-2.67, 0.35, -0.38], [-0.37, 0.31, 1.20], [-0.45, -1.31, -1.38], [-1.83, 2.39, 1.69], [-2.98, 0.89, 2.02], [-3.50, 2.47, 1.11], [-2.17, -1.79, -0.12], [-2.28, -1.31, 1.63], [-0.78, -2.26, 1.17]],
  "total_energy_ha": -522.49572,
  "total_charge": 1,
  "smiles": "C[C@H]1[C@H]([n+]2ccccc2)CC[C@@H]1C",
  "homo_lumo_gap_ev": 9.94,
  "de_lowest_kcal_mol": 59.7
}

---

{
  "formula": "C6H16O",
  "method": "ωB97M-V/def2-TZVPD",
  "species": ["C", "C", "C", "C", "C", "C", "H", "H", "H", "H", "H", "H", "H", "H", "H", "H", "H", "H", "H", "H", "H", "H", "O"],
  "xyz": [[-2.99, -1.03, 1.70], [-1.47, -0.87, 1.40], [-1.14, 0.34, 0.56], [0.39, 0.35, 0.24], [0.75, -0.61, -0.91], [0.95, 1.71, -0.14], [-3.22, -2.09, 1.88], [-3.30, -0.55, 2.61], [-3.52, -0.72, 0.81], [-1.12, -1.83, 0.98], [-0.92, -0.94, 2.35], [-1.40, 1.21, 1.17], [-1.61, 0.47, -0.42], [0.88, -0.13, 1.11], [0.78, -1.66, -0.60], [1.78, -0.43, -1.22], [0.05, -0.53, -1.76], [1.89, 1.65, -0.68], [0.22, 2.09, -0.87], [1.09, 2.50, 0.60], [4.31, 0.50, -3.64], [3.96, 0.04, -2.22], [3.64, 0.55, -2.96]],
  "total_energy_ha": -313.42279,
  "total_charge": 0,
  "smiles": "CCCC(C)C.O",
  "homo_lumo_gap_ev": 11.55,
  "de_lowest_kcal_mol": 13.0
}

---

{
  "formula": "C2H8N2",
  "method": "ωB97M-V/def2-TZVPD",
  "species": ["C", "C", "N", "N", "H", "H", "H", "H", "H", "H", "H", "H"],
  "xyz": [[-0.86, -0.27, -0.43], [0.23, -0.94, 0.44], [1.13, 0.13, 0.94], [-0.63, 1.04, -0.96], [-1.38, -0.80, -1.39], [-1.76, -0.17, 0.24], [-0.38, -1.48, 1.30], [0.82, -1.68, -0.10], [1.85, 0.40, 0.40], [1.38, 0.00, 1.81], [-0.19, 1.70, -0.32], [-0.07, 1.13, -1.85]],
  "total_energy_ha": -190.12628,
  "total_charge": 1,
  "multiplicity": 2,
  "homo_lumo_gap_ev": [11.67, 5.61],
  "de_lowest_kcal_mol": 54.6
}

---

{
  "formula": "C3H7N2",
  "method": "ωB97M-V/def2-TZVPD",
  "species": ["C", "C", "C", "N", "N", "H", "H", "H", "H", "H", "H", "H"],
  "xyz": [[-0.08, 0.45, 0.05], [0.94, -0.65, -0.06], [-2.26, -0.79, 0.12], [-1.53, 0.26, -0.01], [2.17, -0.29, 0.07], [0.03, 1.06, 0.93], [0.11, 1.14, -0.68], [0.73, -1.64, -0.26], [-3.26, -0.57, 0.02], [-2.01, 1.24, -0.28], [2.91, -0.86, -0.32], [2.24, 0.65, 0.42]],
  "total_energy_ha": -227.54992,
  "total_charge": 1,
  "multiplicity": 3,
  "homo_lumo_gap_ev": [4.89, 9.31],
  "de_lowest_kcal_mol": 15.3
}

---

{
  "formula": "C20H20Cl3N3O2",
  "method": "ωB97M-V/def2-TZVPD",
  "species": ["C", "C", "N", "C", "C", "C", "C", "N", "C", "C", "C", "C", "C", "O", "H", "H", "H", "H", "H", "H", "H", "H", "H", "H", "H", "H", "H", "H", "H", "H", "Cl", "C", "Cl", "C", "O", "C", "C", "C", "C", "C", "N", "C", "Cl", "C", "H", "H", "H", "H"],
  "xyz": [[-2.42, -2.97, 0.15], [-2.33, -1.69, -0.66], [-1.15, -1.61, -1.55], [-1.26, -2.36, -2.82], [-1.68, -1.49, -3.99], [0.13, -1.77, -0.96], [1.14, -0.99, -1.66], [2.44, -1.49, -1.66], [2.99, -1.87, -0.45], [4.30, -2.30, -0.38], [5.12, -2.32, -1.52], [4.54, -1.95, -2.74], [3.22, -1.54, -2.81], [0.38, -2.50, 0.03], [-3.25, -2.91, 0.85], [-2.57, -3.83, -0.50], [-1.48, -3.10, 0.69], [-3.20, -1.59, -1.31], [-2.31, -0.81, 0.00], [-0.29, -2.83, -3.05], [-1.99, -3.18, -2.64], [-1.95, -2.13, -4.83], [-2.54, -0.86, -3.72], [-0.85, -0.84, -4.31], [0.85, -0.31, -2.47], [2.32, -1.86, 0.39], [4.67, -2.60, 0.60], [6.17, -2.61, -1.46], [5.13, -1.96, -3.67], [2.69, -1.27, -3.72], [0.29, 0.72, -0.07], [0.12, 2.25, 0.88], [0.51, 3.60, -0.22], [-1.40, 2.48, 1.21], [-2.27, 2.06, 0.47], [-1.67, 3.33, 2.44], [-0.72, 3.42, 3.49], [-1.11, 4.12, 4.65], [-2.34, 4.75, 4.70], [-3.19, 4.63, 3.57], [-2.85, 3.94, 2.49], [0.57, 2.83, 3.27], [1.75, 2.94, 4.52], [0.93, 2.22, 2.10], [-0.45, 4.17, 5.50], [-2.71, 5.27, 5.57], [-4.18, 5.09, 3.59], [1.90, 1.76, 1.99]],
  "total_energy_ha": -2469.34327,
  "total_charge": 0,
  "homo_lumo_gap_ev": 6.18
}

---

{
  "formula": "C19H28N4O15",
  "method": "ωB97M-V/def2-TZVPD",
  "species": ["C", "N", "O", "O", "H", "H", "H", "C", "N", "O", "O", "H", "H", "H", "C", "N", "O", "O", "H", "H", "H", "C", "C", "C", "O", "C", "N", "H", "H", "H", "H", "H", "H", "H", "H", "H", "H", "H", "C", "C", "C", "O", "C", "C", "C", "O", "O", "O", "H", "H", "H", "H", "C", "C", "C", "O", "C", "C", "C", "O", "O", "O", "H", "H", "H", "H"],
  "xyz": [[3.67, 2.23, 2.82], [4.55, 3.24, 2.20], [5.66, 2.90, 1.89], [4.11, 4.37, 2.10], [3.45, 2.50, 3.85], [4.20, 1.28, 2.80], [2.74, 2.16, 2.27], [-5.24, -1.89, -1.02], [-4.24, -0.98, -1.61], [-3.12, -1.42, -1.82], [-4.61, 0.14, -1.85], [-5.62, -1.36, -0.15], [-4.82, -2.85, -0.77], [-6.06, -1.94, -1.73], [-1.55, 0.59, 0.43], [-0.76, 1.66, 1.09], [-0.97, 2.79, 0.76], [0.09, 1.31, 1.90], [-1.02, -0.34, 0.62], [-1.47, 0.77, -0.64], [-2.57, 0.55, 0.77], [1.57, -0.44, 5.22], [2.19, -1.08, 3.98], [2.90, -2.40, 4.25], [3.75, -2.79, 3.22], [4.94, -2.06, 3.12], [1.17, -1.27, 2.92], [2.28, -0.07, 5.96], [0.84, -1.11, 5.68], [0.99, 0.42, 4.89], [2.93, -0.40, 3.55], [2.15, -3.18, 4.37], [3.45, -2.32, 5.19], [5.64, -2.60, 2.49], [5.45, -1.95, 4.09], [4.78, -1.05, 2.72], [0.66, -0.40, 2.78], [0.54, -1.99, 3.25], [-3.96, 2.29, -3.28], [-4.45, 2.21, -4.52], [-3.57, 2.27, -5.73], [-4.03, 2.04, -6.83], [-2.19, 2.69, -5.51], [-1.71, 2.86, -4.28], [-2.56, 2.62, -3.06], [-2.03, 2.61, -1.96], [-0.49, 3.31, -4.03], [-5.76, 2.17, -4.77], [-4.67, 2.35, -2.46], [-1.56, 2.85, -6.38], [-0.28, 3.09, -3.11], [-5.87, 2.13, -5.74], [1.45, -0.67, -1.60], [1.74, -1.41, -0.51], [1.15, -2.80, -0.34], [1.40, -3.47, 0.63], [0.22, -3.25, -1.39], [-0.15, -2.44, -2.39], [0.42, -1.06, -2.56], [0.04, -0.34, -3.46], [-1.07, -2.79, -3.29], [2.50, -0.94, 0.45], [1.85, 0.34, -1.63], [-0.13, -4.27, -1.32], [-1.22, -2.04, -3.89], [2.31, -1.39, 1.33]],
  "total_energy_ha": -2088.08816,
  "total_charge": 0,
  "smiles": "O=C1C=C(O)C(=O)C=C1O.O=C1C=C(O)C(=O)C=C1O.C[N+](=O)[O-].C[N+](=O)[O-].C[N+](=O)[O-].COC[C@H](C)N",
  "homo_lumo_gap_ev": 8.12
}